Molecular formula: C30H58Br4Cl3F9FeNO14S3
Method: DFT, wB97M-V/def2-TZVPD

For the orbital gap (spin up / spin down), the calculation gives 1.4 / 6.1 eV. Its expectation value of S² is 8.7688. The net charge is -2. Its HOMO energy (spin up / spin down) is 1.49 / -3.25 eV. The spin multiplicity is 6.

Element x y z (Å)
Fe  2.367  -1.671  -0.388
O  4.832  -0.250  -3.496
H  5.386  0.186  -2.845
H  5.376  -0.788  -4.076
H  4.126  -0.739  -3.066
C  3.470  1.037  2.134
C  4.388  -0.145  1.779
C  4.549  -1.025  3.042
O  4.040  -0.938  0.695
H  3.922  1.460  3.032
H  2.421  0.795  2.305
H  3.664  1.720  1.307
H  5.373  0.311  1.676
H  5.443  -1.649  3.036
H  3.685  -1.656  3.248
H  4.638  -0.347  3.890
C  0.850  -2.731  -3.053
C  2.354  -2.742  -3.310
C  2.765  -2.225  -4.636
O  3.167  -2.367  -2.172
H  0.269  -3.003  -3.934
H  0.559  -1.714  -2.790
H  0.546  -3.430  -2.274
H  2.552  -3.813  -3.293
H  2.292  -2.864  -5.382
H  3.832  -2.274  -4.854
H  2.420  -1.210  -4.834
C  -0.032  -5.178  1.040
F  -0.857  -4.740  0.048
F  -0.412  -4.511  2.114
F  -0.320  -6.468  1.334
S  1.808  -4.856  0.603
O  1.851  -3.370  0.423
O  2.643  -5.395  1.696
O  2.082  -5.585  -0.646
C  1.400  2.642  -0.740
F  2.628  3.253  -0.857
F  1.267  2.249  0.481
F  0.435  3.480  -1.182
S  1.221  1.008  -1.706
O  0.139  1.143  -2.700
O  2.497  0.806  -2.382
N  0.958  -0.313  -0.514
S  -0.548  -0.175  -0.037
O  -1.242  1.159  -0.100
O  -1.283  -1.265  -0.641
C  -0.398  -0.565  1.915
F  -0.114  0.530  2.607
F  -1.442  -1.108  2.401
F  0.612  -1.454  2.110
C  -2.270  1.830  -5.237
Cl  -3.990  2.451  -4.947
Cl  -1.120  3.138  -5.165
Cl  -2.215  1.163  -6.933
H  -1.915  1.129  -4.481
C  -4.182  -4.254  1.680
C  -4.651  -2.792  1.661
C  -4.649  -2.404  3.144
O  -4.825  -3.661  3.763
C  -4.067  -4.573  3.135
H  -3.202  -4.334  1.209
H  -4.972  -4.838  1.207
H  -5.695  -2.787  1.348
H  -4.023  -2.264  0.943
H  -5.492  -1.752  3.373
H  -3.825  -1.721  3.352
H  -4.590  -5.507  3.339
H  -3.051  -4.520  3.526
C  -3.888  1.138  6.222
C  -3.003  0.651  5.135
C  -1.571  0.915  5.606
O  -1.672  0.937  7.019
C  -2.934  1.332  7.418
H  -4.683  0.464  6.542
H  -4.370  2.099  6.043
H  -3.265  1.181  4.219
H  -3.240  -0.407  5.023
H  -1.192  1.827  5.146
H  -0.830  0.143  5.397
H  -2.927  2.390  7.681
H  -3.145  0.824  8.360
C  -3.813  -3.301  -1.908
C  -5.286  -3.327  -2.513
C  -5.199  -2.109  -3.439
O  -3.764  -1.888  -3.601
C  -3.058  -3.025  -3.174
H  -3.534  -4.179  -1.325
H  -3.531  -2.455  -1.281
H  -6.101  -3.243  -1.794
H  -5.356  -4.350  -2.882
H  -5.626  -1.211  -2.993
H  -5.600  -2.423  -4.403
H  -2.013  -2.846  -2.919
H  -3.088  -3.835  -3.903
C  6.689  3.675  -1.644
C  7.925  3.239  -2.415
C  7.528  1.967  -3.153
O  6.451  1.361  -2.389
C  5.814  2.384  -1.596
H  6.099  4.436  -2.154
H  7.059  3.928  -0.650
H  8.774  3.103  -1.745
H  8.275  3.939  -3.174
H  8.395  1.315  -3.259
H  7.244  2.127  -4.193
H  5.366  2.117  -0.639
H  4.909  2.547  -2.182
Br  -4.231  1.287  1.300
C  -3.631  3.134  1.417
C  -4.744  4.132  1.854
Br  -4.249  5.973  2.430
H  -3.155  3.385  0.470
H  -2.909  3.052  2.229
H  -5.406  3.717  2.614
H  -5.343  4.360  0.972
Br  -0.317  6.419  -3.207
C  0.156  7.576  -1.725
C  0.419  6.568  -0.659
Br  1.078  7.257  1.078
H  -0.763  8.136  -1.553
H  1.030  8.150  -2.032
H  1.232  5.964  -1.063
H  -0.453  5.928  -0.528

Atom charges from the Mulliken analysis, given in e for atoms 1 to 4: atom 1 (Fe): 3.26, atom 2 (O): 1.90, atom 3 (H): -0.06, atom 4 (H): -0.34

=====

Molecular formula: C30H58F3O28
Method: DFT, wB97M-V/def2-TZVPD

For the orbital gap, the calculation gives 1.0 eV. The net charge is -3. Its HOMO energy is 3.65 eV.

Element x y z (Å)
C  -19.025  -5.781  23.710
O  -18.840  -7.181  23.969
O  -19.671  -5.161  24.662
C  -17.672  -5.115  23.378
F  -17.759  -3.806  23.027
F  -16.853  -5.175  24.437
F  -17.018  -5.707  22.327
C  -19.055  -8.011  22.875
C  -18.632  -9.452  23.185
H  -19.165  -9.849  24.051
H  -18.766  -10.112  22.329
H  -17.579  -9.475  23.477
H  -18.629  -7.687  21.920
H  -20.150  -8.055  22.715
H  -19.643  -5.673  22.777
O  -12.632  -9.905  26.566
C  -13.285  -8.909  25.910
C  -14.821  -8.661  26.222
O  -15.279  -8.946  27.480
H  -13.271  -9.098  24.810
H  -12.803  -7.910  26.051
H  -15.420  -9.353  25.553
H  -15.147  -7.650  25.888
C  -20.206  -7.771  19.797
O  -20.264  -9.127  20.220
C  -21.322  -9.885  19.938
O  -22.162  -9.596  19.119
O  -21.203  -10.987  20.644
C  -22.274  -11.932  20.526
H  -19.213  -7.335  19.783
H  -20.800  -7.236  20.539
H  -20.646  -7.644  18.807
H  -22.034  -12.672  19.759
H  -23.176  -11.402  20.239
H  -22.346  -12.468  21.467
C  -20.947  -2.494  22.145
O  -22.299  -2.481  22.519
C  -22.784  -1.851  23.566
O  -22.150  -1.533  24.533
O  -24.070  -1.584  23.347
C  -24.884  -1.154  24.419
H  -20.243  -2.632  22.969
H  -20.642  -1.526  21.728
H  -20.721  -3.237  21.386
H  -25.868  -1.548  24.161
H  -24.888  -0.086  24.623
H  -24.599  -1.688  25.330
C  -14.552  -7.719  21.864
O  -15.183  -8.972  21.585
C  -14.499  -10.052  21.937
O  -13.329  -10.090  22.181
O  -15.308  -11.110  21.912
C  -15.027  -12.188  22.774
H  -14.578  -7.559  22.941
H  -15.091  -6.981  21.273
H  -13.536  -7.679  21.462
H  -15.373  -11.919  23.774
H  -13.963  -12.396  22.916
H  -15.509  -13.115  22.473
C  -21.662  -11.455  25.243
O  -22.521  -11.340  24.095
C  -23.173  -10.192  23.977
O  -23.156  -9.271  24.744
O  -23.847  -10.196  22.831
C  -24.615  -9.088  22.419
H  -20.930  -10.652  25.191
H  -21.126  -12.392  25.114
H  -22.247  -11.449  26.158
H  -25.659  -9.422  22.422
H  -24.374  -8.761  21.410
H  -24.599  -8.269  23.139
C  -17.596  -11.603  26.140
O  -16.700  -12.654  25.800
C  -15.501  -12.758  26.346
O  -14.995  -12.007  27.103
O  -14.983  -13.965  25.956
C  -13.763  -14.263  26.603
H  -17.109  -10.629  26.027
H  -17.945  -11.664  27.173
H  -18.488  -11.621  25.516
H  -13.892  -14.391  27.680
H  -13.054  -13.442  26.469
H  -13.335  -15.164  26.165
C  -26.585  -4.559  24.754
O  -25.880  -4.557  23.513
C  -24.734  -5.232  23.451
O  -24.277  -5.916  24.325
O  -24.192  -5.067  22.248
C  -22.905  -5.659  22.078
H  -27.632  -4.623  24.464
H  -26.368  -3.631  25.276
H  -26.343  -5.430  25.358
H  -22.536  -5.430  21.075
H  -22.992  -6.744  22.082
H  -22.125  -5.257  22.725
C  -17.405  1.551  26.843
O  -16.867  0.259  26.775
C  -17.675  -0.766  27.073
O  -18.817  -0.646  27.425
O  -17.052  -1.893  26.784
C  -17.710  -3.088  27.251
H  -16.653  2.338  26.851
H  -17.952  1.608  27.792
H  -18.084  1.774  26.019
H  -18.373  -3.475  26.484
H  -18.136  -2.942  28.244
H  -16.970  -3.853  27.500
C  -15.113  3.369  22.742
O  -15.111  2.024  22.275
C  -15.618  1.104  23.080
O  -16.286  1.349  24.052
O  -15.326  -0.087  22.589
C  -15.739  -1.274  23.249
H  -14.678  4.028  21.999
H  -14.513  3.349  23.656
H  -16.119  3.696  23.007
H  -14.924  -1.768  23.774
H  -16.138  -1.986  22.528
H  -16.551  -1.119  23.958

Atom charges from the Mulliken analysis, given in e for atoms 1 to 4: atom 1 (C): 0.54, atom 2 (O): -0.48, atom 3 (O): -0.92, atom 4 (C): 0.62